Computed, not measured: one molecule with the formula C3H4N4O at a distorted geometry, with wB97M-V/def2-TZVPD.

XYZ file:
```
12
Properties=species:S:1:pos:R:3:forces:R:3:nbo_charge:R:1
H -3.3263 -0.3686 0.0812 2.8 -1.4 1.6 0.36
N -2.4767 -1.0267 0.4199 0.6 1.0 -2.7 -0.63
C -1.3554 -0.5024 -0.0250 -2.0 -1.3 0.7 0.50
N -1.3722 0.8662 -0.2342 0.3 -0.2 -1.6 -0.49
C -0.3035 1.4915 -0.1766 1.3 5.1 3.8 0.38
O 0.9895 0.9699 0.5309 -5.4 -0.9 -4.6 -0.53
C 0.8878 -0.4312 -0.0464 1.9 3.6 2.9 0.67
N 2.1072 -0.8105 0.0592 7.8 2.4 -2.3 -0.79
N -0.0685 -1.1401 -0.3447 -5.0 -0.5 0.7 -0.51
H -0.4745 2.7362 -0.1343 1.4 -3.5 -0.5 0.21
H 2.9838 -0.0621 -0.3844 -3.8 -3.2 2.3 0.42
H 2.4088 -1.7224 0.2543 0.0 -1.3 -0.3 0.41
```
Forces are in eV/Å.

Its SMILES is [H]/N=c1\ncoc(N)n1. As for the highest occupied orbital energy: -9.524 eV. The total charge is 0. The calculation puts the energy relative to the best compared isomer or geometry (same formula, charge and spin) at 100.9 kcal per mole. The value obtained for the LUMO energy is 0.09 eV. The HOMO-LUMO gap comes out at 9.617 eV.